Model i:
DFT (ωB97M-V with the def2-TZVPD basis set) results for a molecular structure, C30H32N4S4Sr.

Each line ends with the Mulliken charge.
Cartesian coordinates (Å):
Sr: 0.343 0.474 0.761  0.67
C: -0.195 -2.489 2.639  -1.48
N: -1.058 -1.748 1.709  1.26
C: -2.093 -1.021 2.449  -0.98
C: -3.092 -0.324 1.538  -1.41
N: -2.522 0.792 0.779  1.31
C: -2.613 2.041 1.552  -1.34
C: -3.123 0.979 -0.525  -0.69
C: -4.431 0.562 -0.763  -0.10
C: -5.038 0.726 -2.000  -0.93
C: -4.325 1.340 -3.019  -0.52
C: -3.038 1.787 -2.783  -0.71
C: -2.395 1.634 -1.543  0.85
S: -0.786 2.283 -1.335  -0.47
C: -1.529 -2.662 0.693  -0.61
C: -2.692 -3.398 0.895  -0.28
C: -3.157 -4.302 -0.047  -0.92
C: -2.420 -4.482 -1.212  -0.57
C: -1.246 -3.780 -1.404  -0.67
C: -0.749 -2.858 -0.465  0.65
S: 0.783 -2.068 -0.761  -0.40
H: -0.761 -3.298 3.126  0.29
H: 0.637 -2.917 2.082  0.23
H: 0.200 -1.816 3.398  0.48
H: -2.651 -1.685 3.130  0.29
H: -1.576 -0.298 3.091  0.45
H: -3.470 -1.058 0.832  0.91
H: -3.943 0.012 2.150  0.22
H: -3.667 2.297 1.738  0.27
H: -2.091 1.936 2.504  0.38
H: -2.129 2.845 1.001  0.33
H: -4.999 0.095 0.030  0.32
H: -6.051 0.374 -2.157  0.35
H: -4.771 1.472 -3.998  0.34
H: -2.473 2.272 -3.569  0.37
H: -3.258 -3.254 1.809  0.26
H: -4.077 -4.848 0.124  0.38
H: -2.765 -5.173 -1.974  0.34
H: -0.667 -3.925 -2.308  0.37
C: 2.201 1.688 -4.207  -1.65
C: 1.929 0.479 -3.307  1.82
C: 2.059 -0.816 -4.099  -1.87
C: 2.800 0.522 -2.065  0.79
C: 2.683 1.606 -1.187  -1.07
C: 3.429 1.678 -0.019  -0.65
C: 4.341 0.673 0.313  0.99
C: 5.116 0.738 1.597  -1.36
C: 4.460 -0.398 -0.561  -0.96
C: 3.702 -0.477 -1.726  -0.09
H: 1.532 1.675 -5.071  0.43
H: 3.234 1.673 -4.569  0.39
H: 2.035 2.624 -3.674  0.36
H: 0.895 0.562 -2.956  -0.34
H: 3.070 -0.934 -4.503  0.34
H: 1.363 -0.802 -4.940  0.45
H: 1.819 -1.678 -3.475  0.34
H: 1.982 2.403 -1.408  0.27
H: 3.280 2.515 0.654  0.40
H: 4.466 0.456 2.430  0.13
H: 5.484 1.747 1.787  0.36
H: 5.966 0.052 1.581  0.39
H: 5.142 -1.206 -0.319  0.27
H: 3.804 -1.352 -2.354  0.28
S: 1.885 0.105 3.322  -0.43
C: 2.144 1.666 4.056  0.35
C: 2.908 1.642 5.274  0.00
N: 3.519 1.584 6.251  -0.65
C: 1.687 2.865 3.587  0.44
S: 0.737 3.120 2.154  -0.25
C: 1.991 4.053 4.342  -0.10
N: 2.222 5.022 4.924  -0.62

Results
Net charge: -2
Gap between HOMO and LUMO (eV): 6.019


Model ii:
DFT (ωB97M-V with the def2-TZVPD basis set) results for a molecular structure, C30H32N4S4Sr.

Each line ends with the Mulliken charge.
Cartesian coordinates (Å):
Sr: -0.296 0.252 0.890  1.23
C: 2.988 -0.818 1.290  -1.13
N: 1.765 -1.382 1.874  1.16
C: 1.569 -0.959 3.267  -0.99
C: 1.038 0.469 3.379  -0.93
N: -0.411 0.551 3.158  0.15
C: -0.858 1.952 3.131  -0.93
C: -1.246 -0.246 4.035  -0.65
C: -0.881 -0.490 5.356  0.07
C: -1.685 -1.230 6.209  -1.02
C: -2.893 -1.721 5.726  -0.38
C: -3.265 -1.485 4.414  -0.74
C: -2.455 -0.761 3.514  0.49
S: -2.961 -0.547 1.858  -0.40
C: 1.787 -2.826 1.733  -1.07
C: 2.491 -3.595 2.656  0.03
C: 2.573 -4.975 2.549  -0.95
C: 1.941 -5.594 1.474  -0.42
C: 1.247 -4.836 0.548  -0.68
C: 1.135 -3.430 0.641  0.53
S: 0.233 -2.560 -0.567  -0.35
H: 3.055 -1.129 0.248  0.23
H: 3.879 -1.167 1.829  0.33
H: 2.973 0.273 1.316  0.42
H: 2.497 -1.012 3.853  0.14
H: 0.857 -1.641 3.723  0.83
H: 1.526 1.109 2.625  0.42
H: 1.337 0.895 4.344  0.32
H: -0.788 2.416 4.122  0.36
H: -1.895 2.012 2.794  0.28
H: -0.231 2.538 2.449  0.27
H: 0.059 -0.099 5.731  0.26
H: -1.368 -1.422 7.227  0.36
H: -3.545 -2.296 6.376  0.34
H: -4.198 -1.879 4.031  0.38
H: 2.992 -3.104 3.484  0.26
H: 3.115 -5.549 3.291  0.36
H: 1.990 -6.673 1.361  0.33
H: 0.748 -5.311 -0.290  0.41
C: -2.866 -0.643 -2.465  -1.14
C: -2.098 -1.011 -3.743  0.86
C: -1.974 -2.532 -3.844  -1.67
C: -0.768 -0.283 -3.860  0.02
C: 0.454 -0.939 -3.911  0.03
C: 1.646 -0.225 -4.016  -0.98
C: 1.656 1.161 -4.069  1.09
C: 2.943 1.940 -4.152  -1.44
C: 0.429 1.821 -4.013  -0.61
C: -0.755 1.112 -3.916  -0.43
H: -3.835 -1.152 -2.469  0.43
H: -3.048 0.433 -2.397  0.31
H: -2.363 -0.938 -1.545  0.11
H: -2.710 -0.665 -4.585  0.27
H: -1.406 -2.928 -2.996  0.23
H: -1.477 -2.837 -4.770  0.40
H: -2.968 -2.986 -3.826  0.46
H: 0.503 -2.017 -3.836  0.24
H: 2.587 -0.767 -4.029  0.23
H: 3.017 2.485 -5.098  0.32
H: 3.807 1.277 -4.072  0.33
H: 2.999 2.665 -3.337  0.28
H: 0.403 2.906 -4.008  0.32
H: -1.690 1.660 -3.852  0.34
S: 1.737 2.354 0.408  -0.23
C: 0.776 3.811 0.597  -0.18
C: 1.469 4.908 1.227  0.03
N: 2.052 5.763 1.739  -0.65
C: -0.526 3.980 0.209  0.66
S: -1.564 2.814 -0.545  -0.26
C: -1.116 5.284 0.430  -0.03
N: -1.606 6.316 0.587  -0.62

Results
Net charge: -2
Gap between HOMO and LUMO (eV): 6.064


Energetically preferred structure: model i | next structure: +23.0 kcal/mol